{
  "formula": "C90H204F30N14O3P5",
  "method": "wB97M-V/def2-TZVPD",
  "homo_lumo_gap_ev": 9.590,
  "mol_weight_da": 2255.53,
  "lumo_energy_ha": -0.39869,
  "total_charge": 7,
  "e_tot_ev": -251566.314,
  "e_homo_ev": -20.44,
  "elements": ["C", "C", "C", "N", "C", "C", "C", "C", "C", "C", "H", "H", "H", "H", "H", "H", "H", "H", "H", "H", "H", "H", "H", "H", "H", "H", "H", "H", "H", "H", "C", "C", "C", "N", "C", "C", "C", "C", "C", "C", "H", "H", "H", "H", "H", "H", "H", "H", "H", "H", "H", "H", "H", "H", "H", "H", "H", "H", "H", "H", "C", "C", "C", "N", "C", "C", "C", "C", "C", "C", "H", "H", "H", "H", "H", "H", "H", "H", "H", "H", "H", "H", "H", "H", "H", "H", "H", "H", "H", "H", "C", "C", "C", "N", "C", "C", "C", "C", "C", "C", "H", "H", "H", "H", "H", "H", "H", "H", "H", "H", "H", "H", "H", "H", "H", "H", "H", "H", "H", "H", "C", "C", "C", "N", "C", "C", "C", "C", "C", "C", "H", "H", "H", "H", "H", "H", "H", "H", "H", "H", "H", "H", "H", "H", "H", "H", "H", "H", "H", "H", "C", "C", "C", "N", "C", "C", "C", "C", "C", "C", "H", "H", "H", "H", "H", "H", "H", "H", "H", "H", "H", "H", "H", "H", "H", "H", "H", "H", "H", "H", "C", "C", "C", "N", "C", "C", "C", "C", "C", "C", "H", "H", "H", "H", "H", "H", "H", "H", "H", "H", "H", "H", "H", "H", "H", "H", "H", "H", "H", "H", "C", "N", "C", "C", "C", "C", "O", "H", "H", "H", "H", "H", "H", "H", "H", "H", "H", "H", "H", "H", "H", "C", "N", "C", "C", "C", "C", "O", "H", "H", "H", "H", "H", "H", "H", "H", "H", "H", "H", "H", "H", "H", "C", "N", "C", "C", "C", "C", "O", "H", "H", "H", "H", "H", "H", "H", "H", "H", "H", "H", "H", "H", "H", "C", "C", "N", "C", "C", "N", "C", "C", "H", "H", "H", "H", "H", "H", "H", "H", "H", "H", "H", "C", "C", "N", "C", "C", "N", "C", "C", "H", "H", "H", "H", "H", "H", "H", "H", "H", "H", "H", "P", "F", "F", "F", "F", "F", "F", "P", "F", "F", "F", "F", "F", "F", "P", "F", "F", "F", "F", "F", "F", "P", "F", "F", "F", "F", "F", "F", "P", "F", "F", "F", "F", "F", "F"],
  "coordinates": [[-0.4271, 0.4454, 7.3950], [-0.4868, -1.0270, 6.8591], [0.2700, -2.0753, 7.6239], [0.0731, -3.5729, 7.1531], [1.0915, -4.3535, 7.9190], [0.9215, -5.8977, 7.6724], [-0.5697, -6.1969, 7.9977], [-1.6132, -5.5198, 7.2360], [-1.4753, -4.0192, 7.3958], [0.2227, -3.7675, 5.6677], [-1.1412, 1.0794, 6.8693], [0.6021, 0.7884, 7.5001], [-0.7764, 0.4579, 8.4274], [-0.1341, -1.0728, 5.8288], [-1.5353, -1.2584, 6.6716], [0.0262, -2.0602, 8.6862], [1.3390, -1.8691, 7.6770], [0.8626, -4.2945, 8.9831], [2.0710, -4.0200, 7.5762], [1.5622, -6.4119, 8.3887], [1.1911, -6.3353, 6.7111], [-0.7547, -6.0108, 9.0556], [-0.9037, -7.2324, 7.9323], [-2.5612, -5.7304, 7.7311], [-1.6127, -5.8198, 6.1880], [-1.5007, -3.6914, 8.4350], [-2.2631, -3.4762, 6.8737], [1.2910, -3.8254, 5.4588], [-0.1070, -2.9578, 5.0167], [-0.0322, -4.7365, 5.2386], [-9.6448, 1.4825, -5.3692], [-8.5172, 0.6306, -5.8393], [-7.1923, 0.5026, -4.9942], [-6.0696, -0.2895, -5.7576], [-5.6396, 0.3435, -7.0938], [-4.2796, -0.2829, -7.5560], [-3.1321, -0.1726, -6.6123], [-3.5561, -0.7908, -5.2873], [-4.8289, -0.1553, -4.8303], [-6.5718, -1.6984, -6.0366], [-10.0207, 1.2410, -4.3750], [-10.4529, 1.4992, -6.1004], [-9.3884, 2.5330, -5.2317], [-8.2791, 0.9480, -6.8545], [-8.9682, -0.3473, -6.0080], [-7.3925, -0.0670, -4.0866], [-6.6780, 1.4637, -4.9933], [-5.6067, 1.3678, -6.7226], [-6.2782, 0.2162, -7.9680], [-4.0011, 0.1735, -8.5059], [-4.3621, -1.3649, -7.6596], [-2.8360, 0.8683, -6.4824], [-2.2665, -0.6285, -7.0928], [-2.8783, -0.6450, -4.4461], [-3.6964, -1.8694, -5.3579], [-4.5578, 0.8971, -4.7467], [-5.1521, -0.4302, -3.8263], [-7.5035, -1.6436, -6.5997], [-6.7523, -2.0917, -5.0361], [-5.7906, -2.2640, -6.5444], [-3.9926, -3.8682, -3.1071], [-4.5014, -4.1435, -1.7119], [-5.4292, -2.9716, -1.1297], [-6.3932, -3.4224, 0.0950], [-7.4824, -2.2719, 0.2096], [-8.5987, -2.6471, 1.1084], [-9.2033, -3.9444, 0.7493], [-8.2307, -5.1591, 0.7182], [-7.0173, -4.8076, -0.2309], [-5.6131, -3.4053, 1.4188], [-3.5988, -4.7650, -3.5855], [-3.1449, -3.2128, -2.9069], [-4.5788, -3.1850, -3.7216], [-3.6373, -4.3816, -1.0917], [-5.1207, -5.0285, -1.8582], [-6.1205, -2.7864, -1.9519], [-4.8950, -2.1187, -0.7110], [-7.9175, -2.2354, -0.7892], [-7.0879, -1.3315, 0.5944], [-9.3187, -1.8632, 1.3435], [-8.0601, -2.7323, 2.0522], [-9.6830, -3.7693, -0.2137], [-10.1030, -4.0548, 1.3545], [-8.7379, -6.0567, 0.3646], [-7.9218, -5.5401, 1.6916], [-7.2734, -4.8113, -1.2904], [-6.2517, -5.5832, -0.2131], [-4.8789, -2.6008, 1.4617], [-4.9778, -4.2806, 1.5543], [-6.2621, -3.3191, 2.2902], [8.0499, 1.5435, -1.4057], [7.9167, 2.2609, -0.0738], [6.5095, 2.5188, 0.3048], [6.2762, 3.1102, 1.7126], [7.0814, 4.3541, 2.0668], [6.6683, 5.5947, 1.2387], [5.1635, 5.8530, 1.2904], [4.3138, 4.6815, 0.9661], [4.7739, 3.4818, 1.8420], [6.5357, 2.0382, 2.7585], [9.0568, 1.5490, -1.8231], [7.4480, 2.0539, -2.1575], [7.7946, 0.4851, -1.3544], [8.4397, 3.2109, 0.0359], [8.5099, 1.5316, 0.4779], [5.8184, 1.6779, 0.3625], [6.0728, 3.2487, -0.3769], [8.0928, 3.9593, 1.9705], [6.8580, 4.5647, 3.1127], [6.9910, 5.3287, 0.2321], [7.2139, 6.5064, 1.4821], [5.1291, 6.6179, 0.5146], [4.8334, 6.3514, 2.2018], [4.3688, 4.4203, -0.0906], [3.2843, 4.9636, 1.1866], [4.2348, 2.5822, 1.5451], [4.6573, 3.7399, 2.8946], [6.0132, 1.1139, 2.5119], [6.2601, 2.3476, 3.7667], [7.5822, 1.7338, 2.7429], [8.4779, -5.5952, 7.2715], [7.7135, -4.5460, 6.3234], [6.3337, -5.0723, 5.8815], [5.6951, -4.2083, 4.6601], [6.7349, -4.0823, 3.4445], [6.0186, -3.4925, 2.1762], [4.7152, -4.2766, 1.8200], [3.7586, -4.1867, 3.0683], [4.3603, -4.8596, 4.2777], [5.4360, -2.7638, 5.1979], [7.8624, -5.7874, 8.1503], [9.3109, -5.0739, 7.7432], [8.6498, -6.5709, 6.8172], [8.2731, -4.3498, 5.4087], [7.6150, -3.5574, 6.7718], [5.5612, -5.0485, 6.6502], [6.4263, -6.0922, 5.5081], [7.0402, -5.0857, 3.1479], [7.6013, -3.4628, 3.6761], [6.6134, -3.5358, 1.2639], [5.6692, -2.4625, 2.2487], [4.9516, -5.2987, 1.5242], [4.2676, -3.7677, 0.9663], [2.7872, -4.6568, 2.9150], [3.5125, -3.1345, 3.2108], [4.6470, -5.8702, 3.9867], [3.7026, -4.9220, 5.1446], [4.8778, -2.1242, 4.5141], [6.4802, -2.4716, 5.3085], [4.8372, -2.8385, 6.1056], [-0.3114, 10.6076, 6.1552], [-0.1038, 9.0454, 6.2137], [-0.8463, 8.2225, 5.0790], [-0.5309, 6.6189, 5.1641], [-1.6955, 5.8268, 4.4338], [-1.4344, 4.2743, 4.2692], [-0.2584, 4.3362, 3.3757], [1.0022, 4.7976, 4.1051], [0.8144, 6.2869, 4.3411], [-0.4400, 6.0722, 6.6456], [0.2588, 11.1876, 5.4296], [0.0743, 11.1352, 7.0275], [-1.2903, 11.0870, 6.1527], [-0.6650, 8.6417, 7.0565], [0.9612, 8.8250, 6.1414], [-0.6116, 8.5355, 4.0616], [-1.9335, 8.2202, 5.1570], [-1.6828, 6.3546, 3.4802], [-2.5826, 6.0589, 5.0232], [-2.1643, 3.7368, 3.6640], [-1.2351, 3.6776, 5.1593], [-0.3827, 4.9145, 2.4602], [-0.1499, 3.2792, 3.1325], [1.8489, 4.5955, 3.4491], [1.1041, 4.2846, 5.0614], [0.6554, 6.7746, 3.3793], [1.7169, 6.5375, 4.8985], [0.4505, 6.5408, 7.0646], [-0.3562, 4.9894, 6.7380], [-1.4425, 6.2543, 7.0328], [1.8716, 8.6801, -3.9687], [1.2111, 7.3155, -3.6009], [-0.1599, 7.5614, -2.9711], [-1.1158, 6.3463, -2.9392], [-0.5185, 5.3371, -1.8481], [-1.6422, 4.2775, -1.3647], [-2.9035, 5.0123, -0.8291], [-3.4859, 5.8436, -1.9463], [-2.5012, 6.9045, -2.4864], [-1.4368, 5.6733, -4.3117], [2.6713, 8.4800, -4.6819], [2.3096, 9.2206, -3.1295], [1.2053, 9.3204, -4.5468], [1.8769, 6.8012, -2.9079], [1.1579, 6.7303, -4.5190], [-0.6186, 8.3459, -3.5730], [-0.1713, 7.9127, -1.9394], [-0.1854, 5.8615, -0.9525], [0.3406, 4.7977, -2.2470], [-1.2013, 3.7184, -0.5395], [-2.0932, 3.6465, -2.1305], [-2.7346, 5.6606, 0.0307], [-3.6612, 4.2506, -0.6454], [-4.2857, 6.4140, -1.4742], [-3.8930, 5.2470, -2.7626], [-2.4077, 7.7216, -1.7712], [-2.9051, 7.3253, -3.4072], [-0.4309, 5.3427, -4.5703], [-1.7770, 6.5450, -4.8708], [-2.1142, 4.8678, -4.0282], [2.4001, -8.5177, -1.5980], [1.6868, -7.6463, -2.6712], [2.6139, -6.6989, -3.3625], [1.1196, -8.5938, -3.7665], [0.4184, -7.0726, -1.8857], [-0.2287, -5.8290, -2.4903], [-0.5947, -6.1130, -3.8897], [2.8546, -7.8077, -0.9070], [3.1771, -9.0580, -2.1388], [1.6289, -9.2033, -1.2469], [3.5588, -7.1395, -3.6809], [2.8801, -6.0284, -2.5454], [2.1833, -6.1189, -4.1788], [1.9429, -9.1840, -4.1690], [0.5357, -8.0488, -4.5082], [0.4599, -9.2699, -3.2226], [0.8691, -6.6675, -0.9797], [-0.3495, -7.8366, -1.7639], [0.4323, -4.9654, -2.4174], [-0.9924, -5.3769, -1.8575], [-0.9538, -5.2922, -4.2344], [0.7624, -0.5727, 0.6763], [-0.6484, 0.0947, 0.3463], [-1.8234, -0.8380, 0.7072], [-0.6956, 1.3489, 1.2255], [-0.5441, 0.5953, -1.1102], [-0.1116, -0.3969, -2.1617], [-0.7325, -1.6115, -2.0773], [0.8784, -1.3398, -0.0893], [0.7551, -1.2399, 1.5382], [1.6698, 0.0191, 0.5559], [-1.8233, -1.7020, 0.0427], [-2.6079, -0.1216, 0.4633], [-1.6872, -1.1050, 1.7552], [0.1384, 1.9990, 0.9614], [-0.5215, 1.0454, 2.2578], [-1.6579, 1.8547, 1.3053], [0.1828, 1.4018, -1.2060], [-1.5172, 0.9983, -1.3909], [0.9117, -0.7720, -2.1779], [-0.3318, -0.0256, -3.1626], [-0.3858, -2.2740, -2.6794], [2.3341, 3.1212, -6.6292], [1.3329, 1.9525, -6.9903], [2.0429, 0.8092, -7.7106], [0.6757, 1.3621, -5.6797], [0.1976, 2.5336, -7.9208], [-0.6423, 3.6278, -7.3686], [-1.4267, 3.1855, -6.4007], [1.9754, 3.6915, -5.7723], [2.4240, 3.7617, -7.5066], [3.2699, 2.6145, -6.3935], [1.4054, -0.0240, -8.0064], [2.8628, 0.3297, -7.1758], [2.3374, 1.1074, -8.7167], [1.5100, 0.9343, -5.1238], [0.0501, 0.5679, -6.0872], [0.1128, 2.0768, -5.0794], [-0.3995, 1.7675, -8.4155], [0.7996, 3.0509, -8.6679], [-1.2410, 4.2123, -8.0673], [0.0058, 4.4128, -6.9791], [-2.1687, 3.7826, -6.2802], [8.4136, -2.9807, -7.3964], [8.2086, -2.2238, -6.0730], [6.8405, -2.3602, -5.5308], [5.7285, -2.5683, -6.3618], [4.5905, -2.7060, -5.6112], [5.0258, -2.6318, -4.2658], [6.3827, -2.3163, -4.2263], [4.0701, -2.6178, -3.0798], [8.0129, -3.9940, -7.4205], [9.4583, -3.1909, -7.6256], [8.0010, -2.2550, -8.0973], [8.5665, -1.1943, -6.0576], [9.0132, -2.6691, -5.4879], [5.8661, -2.5988, -7.4326], [3.6091, -3.0787, -5.8652], [6.9568, -2.2251, -3.3161], [3.9631, -3.5428, -2.5132], [3.1798, -2.0560, -3.3625], [4.4741, -1.8755, -2.3914], [-3.1292, -0.0810, 4.2190], [-3.9554, 0.9503, 4.8970], [-5.1925, 1.3390, 4.1262], [-6.1528, 0.3518, 3.8446], [-7.2104, 0.8993, 3.1841], [-6.8287, 2.2064, 2.9150], [-5.6213, 2.5118, 3.5110], [-7.5768, 3.0454, 2.0312], [-2.1603, -0.3392, 4.6463], [-3.0274, 0.1037, 3.1496], [-3.6235, -1.0523, 4.2367], [-3.6284, 1.9443, 5.2022], [-4.1859, 0.6128, 5.9075], [-5.9284, -0.6821, 4.0616], [-8.0892, 0.4669, 2.7289], [-4.9998, 3.3750, 3.3235], [-6.8130, 3.6916, 1.5986], [-8.2889, 3.6357, 2.6080], [-8.0787, 2.4680, 1.2548], [-0.6726, -4.7899, 1.5713], [-1.4101, -6.0023, 0.7904], [0.5813, -5.8491, 1.7686], [-0.1033, -4.1294, 0.2109], [0.2030, -3.6851, 2.3685], [-2.0295, -3.9907, 1.2924], [-1.1757, -5.2212, 3.0768], [-4.9828, 1.1335, -1.0029], [-5.9988, 2.2749, -0.5266], [-4.7798, 1.8650, -2.4552], [-3.6911, 1.9218, -0.3714], [-3.9818, -0.0221, -1.4819], [-5.2508, 0.3932, 0.4117], [-6.1871, 0.1305, -1.5158], [0.4575, -2.7666, -5.4107], [0.9548, -2.7761, -3.8704], [-0.8576, -3.6969, -5.2329], [-0.5607, -1.4701, -5.1239], [-0.0202, -2.5405, -6.9286], [1.6212, -1.6947, -5.7892], [1.3470, -4.0755, -5.8095], [3.2379, 2.8863, -2.6548], [2.6843, 2.3530, -1.2029], [1.7676, 3.1039, -3.1940], [3.3136, 4.4592, -2.1826], [3.8210, 3.1904, -4.1294], [4.8401, 2.6671, -2.3576], [3.1223, 1.3866, -3.2075], [2.6022, 0.4381, 4.0412], [2.5209, 1.5863, 2.8754], [1.2444, -0.2423, 3.5588], [3.3557, -0.4131, 2.9711], [2.8030, -0.7498, 5.1761], [3.9588, 1.0831, 4.5367], [1.7300, 1.3361, 4.9869]]
}